Record 1
{
  "formula": "C6H11NO",
  "method": "wB97M-V/def2-TZVPD",
  "symbols": ["C", "C", "C", "C", "C", "C", "N", "O", "H", "H", "H", "H", "H", "H", "H", "H", "H", "H", "H"],
  "positions_angstrom": [[-0.119745, 0.606576, -0.072402], [-1.247188, 0.018392, -0.392183], [0.639251, -0.849856, 0.944207], [0.513101, 1.883225, -0.246227], [-2.452558, 0.606484, -1.116209], [2.201668, -1.119544, 0.844497], [-0.262444, -1.852578, 0.402114], [-1.482925, -1.303404, -0.032803], [0.295348, -0.710205, 1.902977], [1.183664, 1.971554, -1.036645], [1.128321, 2.132986, 0.721070], [-0.220870, 2.629933, -0.377991], [-3.335201, 0.608448, -0.427916], [-2.741613, -0.070498, -1.932833], [-2.134176, 1.499448, -1.531635], [2.524607, -1.837163, 1.706543], [2.782401, -0.220863, 1.052001], [2.489921, -1.559918, -0.119634], [0.238439, -2.433019, -0.286932]],
  "atomic_forces_ev_per_a": [[1.64, -1.04, -1.57], [-3.07, 0.86, -0.20], [2.21, -3.00, -1.31], [-0.01, 0.32, 3.40], [-0.64, -2.98, 1.46], [-1.58, -1.26, 1.69], [2.49, 0.57, 1.80], [1.08, 0.30, -1.97], [-0.60, 0.93, 2.57], [1.32, -0.37, -1.50], [-1.00, -0.32, -1.53], [-0.82, 1.63, 0.05], [0.58, 0.62, -0.57], [0.15, 0.15, 0.10], [0.03, 2.08, -0.53], [-0.51, 0.96, -1.68], [-0.08, 0.34, -0.34], [-0.05, 0.21, 0.28], [-1.13, -0.01, -0.16]],
  "e_tot_ha": -364.87180,
  "spin_multiplicity": 3,
  "de_lowest_kj_mol": 434.8,
  "orbital_gap_ev": [3.875, 6.291]
}

***

Record 2
{
  "formula": "C6H11NO2",
  "method": "wB97M-V/def2-TZVPD",
  "symbols": ["C", "C", "N", "C", "C", "C", "C", "O", "O", "H", "H", "H", "H", "H", "H", "H", "H", "H", "H", "H"],
  "positions_angstrom": [[0.833314, 0.611597, -1.730155], [-1.252282, 1.080587, 0.840604], [0.765790, -0.603363, -0.970720], [-0.449520, -1.010238, -0.374163], [-1.453157, -0.246427, 0.203018], [1.245915, -0.679222, 0.548458], [1.966697, 0.267601, 1.147305], [-0.773434, -2.318970, -0.693415], [-2.629876, -0.874039, 0.473378], [-0.094418, -2.615304, -1.315344], [-3.188983, -0.299186, 1.010468], [1.283427, -1.695014, 0.922239], [1.816696, 0.642729, -2.207365], [0.794647, 1.556149, -1.165622], [-0.007017, 0.639040, -2.433658], [-0.983853, 0.938918, 1.898266], [-0.435338, 1.645868, 0.390187], [-2.160202, 1.684604, 0.768852], [2.034805, 1.282373, 0.786085], [2.686787, -0.007702, 1.901582]],
  "atomic_forces_ev_per_a": [[0.41, 0.97, 0.23], [0.30, 0.18, -0.10], [0.22, -0.88, 4.84], [-4.26, 0.40, -1.60], [1.95, -0.95, -0.50], [2.58, 0.57, -2.89], [0.02, 0.17, -0.23], [0.22, 0.27, 0.31], [-0.52, -0.23, 0.16], [-0.07, 0.12, 0.09], [0.17, -0.09, -0.10], [-0.18, -0.07, -0.36], [-0.28, -0.12, -0.35], [-0.18, -0.26, 0.14], [0.35, -0.16, -0.04], [-0.10, 0.10, -0.06], [-0.21, -0.07, 0.07], [0.02, 0.01, 0.03], [0.06, 0.04, -0.26], [-0.51, 0.01, 0.64]],
  "e_tot_ha": -440.32756,
  "de_lowest_kj_mol": 419.2,
  "orbital_gap_ev": 8.035
}

***

Record 3
{
  "formula": "C6H11NO2",
  "method": "wB97M-V/def2-TZVPD",
  "symbols": ["C", "C", "C", "C", "C", "C", "N", "O", "O", "H", "H", "H", "H", "H", "H", "H", "H", "H", "H", "H"],
  "positions_angstrom": [[0.439268, -0.290170, 0.284934], [0.528191, -0.735906, -1.154341], [-0.367371, -1.464861, -1.793211], [1.844243, -0.277420, 0.898866], [-0.510343, -1.138647, 1.129106], [-0.049742, 1.143588, 0.165001], [-1.951771, 2.504892, -0.061791], [-1.395679, 1.204825, 0.079498], [0.644352, 2.126125, 0.075037], [1.406889, -0.379324, -1.675797], [-2.277944, 2.574963, -1.024701], [-1.170576, 3.158265, 0.061166], [-1.263864, -1.831841, -1.324723], [-0.228285, -1.734209, -2.828104], [2.296445, -1.261887, 0.806301], [-0.242706, -2.189348, 1.035361], [1.799510, -0.009501, 1.951409], [2.470690, 0.451105, 0.388593], [-1.540524, -1.000955, 0.812719], [-0.430782, -0.849694, 2.174678]],
  "atomic_forces_ev_per_a": [[0.15, 0.04, 0.31], [0.04, -0.11, -0.06], [0.04, -0.12, -0.16], [-0.11, 0.09, -0.17], [-0.03, 0.07, -0.19], [-0.21, 0.64, -0.21], [0.02, 0.47, 0.28], [-0.02, -0.25, 0.00], [0.00, -0.15, 0.16], [0.10, 0.04, -0.11], [0.28, -0.19, 0.06], [-0.14, -0.22, -0.19], [-0.18, -0.05, 0.18], [0.05, 0.01, -0.14], [0.01, -0.11, 0.01], [0.04, -0.06, 0.02], [0.01, 0.04, 0.10], [0.06, -0.02, -0.01], [-0.04, -0.13, 0.05], [-0.05, 0.02, 0.08]],
  "e_tot_ha": -440.39660,
  "smiles": "C=CC(C)(C)C(=O)ON",
  "de_lowest_kj_mol": 238.0,
  "orbital_gap_ev": 10.842
}

***

Record 4
{
  "formula": "C6H11NO2",
  "method": "wB97M-V/def2-TZVPD",
  "symbols": ["C", "C", "C", "O", "N", "O", "H", "H", "H", "H", "H", "C", "C", "C", "H", "H", "H", "H", "H", "H"],
  "positions_angstrom": [[3.331599, 0.265502, -1.530347], [3.773907, 1.145967, 0.805891], [3.890108, -0.032601, -0.168633], [3.929682, 0.767776, 2.073693], [4.720933, -0.933016, 0.142924], [3.695893, 2.301490, 0.474009], [3.955325, 1.539505, 2.663274], [5.058372, -1.517618, -0.620898], [3.614316, 1.268304, -1.845663], [3.676109, -0.457134, -2.267322], [2.243955, 0.233999, -1.474417], [-5.431002, -1.194321, 0.622601], [-4.167095, -0.403587, 0.490634], [-3.827674, 0.239694, -0.626477], [-3.741098, -0.093096, 1.437017], [-6.176488, -0.652246, 1.205689], [-5.892639, -1.390788, -0.342546], [-5.250817, -2.128345, 1.154193], [-4.337398, 0.039172, -1.556227], [-3.065988, 1.001343, -0.637394]],
  "atomic_forces_ev_per_a": [[-0.20, -0.21, 0.07], [0.24, -0.07, 0.64], [1.04, 0.78, -0.83], [-0.14, -0.34, 0.45], [0.17, 0.29, 0.59], [-0.24, -0.39, -0.35], [-0.05, 0.02, -0.40], [-0.68, -0.07, -0.16], [-0.01, 0.02, 0.08], [-0.02, -0.07, 0.05], [-0.11, 0.04, -0.15], [0.15, -0.47, -0.01], [-0.97, 1.31, -0.25], [0.04, -0.40, 0.51], [0.46, -0.19, 0.00], [0.12, 0.17, 0.12], [0.10, -0.17, -0.11], [-0.11, -0.17, -0.09], [-0.10, -0.02, -0.15], [0.30, -0.05, -0.03]],
  "e_tot_ha": -440.41624,
  "smiles": "[H]/N=C(\\C)C(=O)O.C=CC",
  "de_lowest_kj_mol": 186.4,
  "orbital_gap_ev": 10.272
}

***

Record 5
{
  "formula": "C6H11NO2",
  "method": "wB97M-V/def2-TZVPD",
  "symbols": ["O", "O", "C", "N", "C", "C", "C", "C", "C", "H", "H", "H", "H", "H", "H", "H", "H", "H", "H", "H"],
  "positions_angstrom": [[-1.492573, 1.627868, 0.312853], [1.647362, 0.204073, 0.382620], [-0.298748, 1.347300, 0.285965], [0.254759, 0.123583, 0.179828], [-0.486272, -2.227488, -1.714221], [1.941226, 1.473373, 0.982587], [0.763091, 2.332463, 0.770010], [-0.667785, -0.890260, 0.598133], [-1.396857, -1.408497, -0.709154], [-0.186203, -3.122144, -1.159425], [0.330947, -1.562058, -2.061678], [-0.980757, -2.492566, -2.576358], [2.781061, 1.925858, 0.415498], [2.215969, 1.396013, 2.014293], [0.847617, 3.097307, -0.050570], [0.497981, 2.824381, 1.615474], [-1.482032, -0.418181, 1.190090], [-0.270589, -1.695601, 1.131975], [-1.803315, -0.545901, -1.179474], [-2.214883, -1.989524, -0.428447]],
  "atomic_forces_ev_per_a": [[0.73, -0.59, -0.73], [-0.03, -1.12, 0.37], [-0.95, 1.96, 1.93], [-0.17, 1.46, -0.25], [0.59, 1.97, 2.98], [1.47, 0.68, -1.37], [-0.09, -0.24, -4.07], [-2.11, -0.70, -2.09], [2.38, -0.09, -0.24], [0.54, 0.13, -0.45], [-0.01, -0.69, 0.56], [-1.50, -0.74, -1.81], [-0.08, -0.75, 0.44], [0.11, -0.42, 0.69], [0.31, -0.61, 0.77], [-1.38, 1.35, 2.44], [0.71, -0.17, -0.09], [1.18, -1.06, 0.78], [-0.27, 0.81, -0.49], [-1.43, -1.18, 0.63]],
  "e_tot_ha": -440.36343,
  "smiles": "CCCN1OCCC1=O",
  "de_lowest_kj_mol": 325.1,
  "orbital_gap_ev": 10.039
}

***

Record 6
{
  "formula": "C6H11NO2P",
  "method": "wB97M-V/def2-TZVPD",
  "symbols": ["C", "C", "C", "C", "C", "C", "N", "O", "O", "P", "H", "H", "H", "H", "H", "H", "H", "H", "H", "H", "H"],
  "positions_angstrom": [[2.470769, 0.319224, 0.048366], [-2.715218, -0.449622, -1.368692], [1.689914, 1.464014, -0.632638], [0.238388, -0.533106, 0.997609], [-0.740253, -0.719223, 0.104795], [0.079148, -0.335734, 2.501786], [1.104448, 0.990738, -1.972309], [3.673425, 0.244907, -0.092805], [1.644858, -0.556505, 0.752679], [-2.616267, -0.612068, 0.260804], [-3.675287, -0.352092, -1.764381], [-1.880602, -0.151527, -2.007907], [0.864770, 1.715130, -0.020531], [2.368629, 2.290068, -0.633262], [1.685107, 0.292350, -2.402340], [-0.604552, -1.090278, -0.936636], [0.136052, 0.699537, 2.707493], [1.042227, -0.689696, 2.879858], [-0.617809, -0.914254, 2.939364], [1.046341, 1.724989, -2.582636], [0.126522, 0.876368, -1.774621]],
  "atomic_forces_ev_per_a": [[-0.34, -0.44, -0.40], [0.25, 0.89, 0.20], [0.49, -1.22, 0.49], [-0.28, 0.53, 0.90], [0.37, -0.40, -0.43], [3.82, 0.48, -2.60], [0.99, 0.61, 2.90], [-2.57, -0.52, 0.79], [1.56, 0.09, -1.22], [1.60, -0.44, 0.31], [-1.41, 0.12, -0.95], [-0.39, -0.60, -0.10], [-1.00, 0.34, 0.47], [0.32, 0.53, -1.04], [-0.30, -1.10, -0.20], [0.85, 0.43, 0.96], [-0.71, 1.18, 0.58], [-0.12, -0.16, 0.22], [-2.91, -1.36, 1.36], [0.49, 2.83, -2.30], [-0.71, -1.80, 0.06]],
  "e_tot_ha": -781.43169,
  "smiles": "C=P/C=C(\\C)OC(=O)C[NH3+]",
  "total_charge": 1,
  "de_lowest_kj_mol": 238.3,
  "orbital_gap_ev": 8.812
}

***

Record 7
{
  "formula": "C6H11NO2S",
  "method": "wB97M-V/def2-TZVPD",
  "symbols": ["C", "C", "C", "C", "C", "C", "N", "O", "O", "S", "H", "H", "H", "H", "H", "H", "H", "H", "H", "H", "H"],
  "positions_angstrom": [[-2.055228, -0.045582, 0.948671], [-1.545429, -1.500620, 1.222351], [-0.695662, 0.674526, 1.442407], [0.908447, -1.236315, 1.948687], [-0.245337, -1.551195, 1.091220], [0.506413, 1.226104, -3.106360], [0.335519, -0.258047, 1.092920], [1.974856, -0.604426, -1.853956], [1.577831, 1.596579, -0.663171], [0.869989, 0.555393, -1.370594], [-2.148437, 0.028055, -0.197599], [-3.000963, 0.235062, 1.569072], [-2.223363, -2.273722, 1.343695], [2.891991, -0.413787, -1.493119], [-0.580966, 1.639534, 0.899609], [-0.916091, 0.950012, 2.564472], [0.898689, -1.275711, 3.010777], [2.063556, -1.359020, 1.808351], [1.372788, 1.898828, -3.587831], [0.513986, 0.123656, -3.580034], [-0.502589, 1.590676, -3.089568]],
  "atomic_forces_ev_per_a": [[0.92, -0.64, -0.04], [-1.72, 1.32, -1.05], [-2.98, 1.83, 0.83], [4.04, -0.78, -0.24], [1.52, 0.44, 1.21], [2.85, -2.81, -0.63], [-0.06, 0.69, 0.23], [1.05, 0.47, 0.67], [0.73, 0.77, 0.58], [-0.32, 0.11, -2.19], [-0.38, 0.39, 1.77], [1.66, -0.45, -1.47], [-0.97, -1.54, 0.43], [-1.61, 0.05, -0.48], [0.25, -0.65, 0.47], [1.15, -0.82, -1.71], [-1.38, 0.36, 1.04], [-2.12, -0.48, -0.87], [-2.17, -1.47, 1.27], [-0.18, 2.67, 0.31], [-0.28, 0.54, -0.14]],
  "e_tot_ha": -838.42665,
  "de_lowest_kj_mol": 518.2,
  "orbital_gap_ev": 9.201
}